[1]
11
Properties=species:S:1:pos:R:3 method="wB97M-V/def2-TZVPD" lumo_energy_ev=-1.073 energy_ha=-3045.11811 de_lowest_kcal_mol=90.5
C -1.269 -0.358 -0.180
C -1.037 1.229 0.045
C 1.080 -0.328 -0.644
N 0.146 -0.971 0.013
O -2.196 -0.980 -0.543
O -2.044 1.823 0.319
O 0.146 1.612 -0.118
O 0.458 -1.259 1.372
Br 2.851 0.001 -0.170
H 0.727 -0.160 -1.742
H 1.138 -0.610 1.648

=====

[2]
16
Properties=species:S:1:pos:R:3 method="wB97M-V/def2-TZVPD" lumo_energy_ev=4.875 charge=-2 energy_ha=-4067.40658
O 3.686 -0.434 0.396
C 2.732 0.243 0.170
Br 3.021 1.981 -0.733
C 1.310 -0.031 0.504
S 0.396 -0.804 -0.870
O 0.143 0.259 -1.814
O 1.301 -1.855 -1.306
N -0.823 -1.407 -0.113
S -2.258 -0.627 0.037
O -3.058 -0.758 -1.165
O -2.851 -1.188 1.248
C -1.936 1.217 0.418
O -1.263 1.365 1.437
O -2.487 1.973 -0.351
H 1.325 -0.781 1.297
H 0.762 0.848 0.847

=====

[3]
14
Properties=species:S:1:pos:R:3 method="wB97M-V/def2-TZVPD" lumo_energy_ev="-0.773 / -2.707" energy_ha=-1570.67129
C 0.916 0.803 0.467
C 0.937 -0.584 -0.077
C -1.828 -0.534 0.859
N 0.812 1.794 -0.430
N 0.610 -0.998 -1.379
O 0.348 -0.123 -2.204
O 0.977 0.963 1.673
O 0.596 -2.190 -1.617
F -2.203 0.715 0.648
F -2.561 -1.374 0.149
Cl 1.307 -1.793 1.034
Cl -1.267 -0.994 2.359
H 0.641 1.579 -1.405
H 0.716 2.734 -0.078